No. 1
Molecular formula: B5H20V
Method: DFT, ωB97M-V/def2-TZVPD

The geometry in XYZ format:
```
26
Properties=species:S:1:pos:R:3:mulliken_spin:R:1
H -0.17 -2.31 0.54 -0.01
H 3.19 -0.26 -0.70 -0.01
H -0.53 -3.43 -0.68 -0.01
H -1.70 -0.09 -0.54 -0.01
H -0.51 0.18 -1.87 0.01
H -1.60 -2.14 -0.40 0.04
H -0.05 -1.81 -1.25 0.00
H -0.99 0.51 1.40 0.00
H 0.36 -0.64 1.88 -0.02
H 1.06 2.28 1.22 0.00
H -0.08 3.33 0.42 0.00
H 1.74 -1.09 0.08 0.00
B 2.13 -0.25 -0.49 -0.06
H -1.26 -1.06 2.25 0.03
H 1.24 2.80 -0.56 0.00
H 1.51 -0.17 -1.37 0.06
B -0.60 -0.21 2.11 0.00
H -1.49 1.47 -1.40 0.01
B 0.60 2.52 0.27 -0.01
H -2.26 0.12 -2.19 0.00
B -1.49 0.40 -1.49 0.01
V 0.03 -0.33 -0.01 2.98
H 1.88 0.54 0.20 0.04
B -0.54 -2.37 -0.47 -0.06
H 0.03 1.63 0.04 -0.01
H -0.50 0.38 3.00 0.00
```

The molar mass comes out at 125.16 u. The calculation puts the LUMO energy (alpha / beta) at 8.1 / 8.0 eV. The multiplicity is 4. Its total charge is -3.



No. 2
Molecular formula: BBrH2RbS
Method: DFT, ωB97M-V/def2-TZVPD

The geometry in XYZ format:
```
6
Properties=species:S:1:pos:R:3:lowdin_charge:R:1
H 0.38 -0.93 0.27 -0.36
Rb 1.22 -2.22 0.62 1.20
B -0.11 0.03 -0.29 -1.33
S 0.27 1.65 0.38 0.72
Br -0.82 -0.37 -1.91 0.87
H -0.95 1.82 0.92 -0.10
```

The molar mass comes out at 210.27 u. The calculation puts the LUMO energy at -4.4 eV. Its total charge is +1.



No. 3
Molecular formula: BCd3H24O18P2
Method: DFT, ωB97M-V/def2-TZVPD

The geometry in XYZ format:
```
48
Properties=species:S:1:pos:R:3:nbo_charge:R:1
O -3.48 0.25 1.13 -1.00
H -3.17 -2.19 -0.70 0.47
H -0.05 -3.08 2.30 0.47
H 2.29 1.47 -3.83 0.50
P -0.39 0.35 -0.54 2.54
H -3.16 -1.07 -3.31 0.47
H -1.13 -1.01 3.71 0.52
O 0.67 -3.12 1.66 -0.95
P 2.89 -2.08 -1.42 2.49
H 0.77 -0.83 2.65 -0.07
H -1.35 1.41 -2.70 0.48
H 1.79 0.05 1.52 -0.01
O -1.02 1.61 0.06 -1.28
O 1.10 0.21 -0.62 -1.32
O 3.10 -1.81 0.05 -1.33
O 3.80 -3.34 -1.50 -1.20
H 1.16 -3.90 1.91 0.50
H -2.48 -1.40 3.14 0.51
B 1.78 -0.50 2.45 -0.89
H -1.31 2.85 -2.24 0.49
H -3.56 -0.20 0.29 0.53
O -0.62 -0.64 0.60 -1.37
Cd -1.58 0.80 1.73 1.79
O -1.41 2.31 -3.02 -0.99
H -1.80 -2.08 -0.07 0.50
H -4.38 0.31 1.46 0.50
O 2.37 2.48 -0.17 -0.98
Cd 1.20 -0.55 -2.46 1.75
O 0.09 1.70 2.62 -1.04
O -3.25 -0.60 -2.49 -1.00
H 1.00 2.17 -3.48 0.51
Cd 1.28 -1.43 0.57 1.80
O 1.40 -2.18 -1.35 -1.38
O -0.72 -0.18 -1.93 -1.25
O -0.10 3.72 -1.11 -1.01
O -1.79 -0.74 3.07 -0.99
O -2.54 -2.68 -0.18 -0.97
O 3.06 -0.94 -2.39 -1.29
H 0.79 1.24 3.08 0.54
H 0.85 3.82 -1.01 0.49
H 1.76 1.75 -0.32 0.50
H -2.35 -0.33 -2.27 0.50
H 2.45 2.54 0.78 0.45
H 0.43 2.58 2.47 0.50
O 1.49 1.37 -3.32 -0.98
H 2.54 -1.26 2.52 0.05
H -0.31 2.95 -0.59 0.49
H 1.92 0.19 3.26 -0.03
```

The molar mass comes out at 722.17 u. The calculation puts the LUMO energy at 0.9 eV. Its total charge is -1. Its relative energy (zero: lowest compared OMol25 entry of this formula, charge and spin) is 491.19 kJ/mol.



No. 4
Molecular formula: BF4H16O8
Method: DFT, ωB97M-V/def2-TZVPD

The geometry in XYZ format:
```
29
Properties=species:S:1:pos:R:3:nbo_charge:R:1
O -1.96 2.14 -0.11 -0.96
O 4.00 -0.53 0.93 -0.96
O 2.13 2.38 1.68 -0.94
H -0.48 -0.86 2.83 0.49
H -2.22 -2.10 -0.59 0.49
F 1.46 -1.22 0.19 -0.56
H -3.37 -2.74 0.19 0.46
F 0.52 0.62 -0.72 -0.57
H 0.44 -2.65 -0.34 0.48
H -0.50 -0.09 -3.70 0.46
H 0.35 0.13 -2.44 0.49
F 0.35 0.19 1.57 -0.57
H 1.11 -3.22 -1.58 0.46
H -0.91 2.69 -2.02 0.48
O -1.20 -1.00 3.48 -0.96
H -1.86 -0.34 3.25 0.46
H -1.43 2.52 0.60 0.47
O -2.96 -2.73 -0.68 -0.96
H 3.06 -0.77 0.77 0.49
O 0.40 -0.17 -3.37 -0.96
H 4.19 -0.88 1.81 0.45
O -0.95 3.53 -2.49 -0.95
H -1.54 1.29 -0.30 0.49
B 0.34 -0.37 0.30 1.34
F -0.86 -1.04 0.12 -0.57
H 1.51 1.73 1.31 0.49
H -1.63 4.02 -2.01 0.46
H 1.59 2.90 2.29 0.45
O 0.41 -3.41 -0.95 -0.96
```

The molar mass comes out at 230.92 u. The calculation puts the LUMO energy at 2.7 eV. Its total charge is -1. Its relative energy (zero: lowest compared OMol25 entry of this formula, charge and spin) is 46.90 kJ/mol.



No. 5
Molecular formula: BF4H18O9
Method: DFT, ωB97M-V/def2-TZVPD

The geometry in XYZ format:
```
32
Properties=species:S:1:pos:R:3:nbo_charge:R:1
H 3.99 0.80 24.64 0.47
H 8.72 -0.77 21.76 0.50
O 5.58 3.34 24.28 -0.94
F 8.59 0.16 23.33 -0.57
O 4.35 -1.26 24.19 -0.95
H 4.48 -2.18 24.15 0.47
H 11.09 -1.72 23.03 0.47
H 5.21 3.38 23.44 0.46
O 11.25 -0.78 23.08 -0.96
H 5.15 0.07 21.93 0.49
O 8.07 -2.90 23.61 -0.97
O 3.65 1.59 24.24 -0.96
H 6.14 2.59 24.36 0.49
O 8.69 -1.32 20.98 -0.98
H 7.90 -2.61 22.72 0.47
H 9.08 -2.21 21.03 0.47
H 5.23 -0.94 24.24 0.48
H 8.34 3.50 22.59 0.46
H 7.66 -2.27 24.17 0.49
O 9.73 1.63 20.80 -0.95
F 6.40 0.75 23.23 -0.58
H 4.42 2.13 24.18 0.46
O 4.95 -0.17 20.98 -0.96
H 10.53 1.05 20.68 0.47
H 8.54 2.76 23.78 0.48
B 7.46 0.45 24.08 1.35
H 9.94 2.00 21.66 0.48
H 10.43 -0.37 23.30 0.49
F 7.09 -0.63 24.89 -0.56
H 5.61 0.33 20.55 0.46
F 7.59 1.65 24.85 -0.57
O 8.98 3.41 23.30 -0.95
```

The molar mass comes out at 248.94 u. The calculation puts the LUMO energy at 2.8 eV. Its total charge is -1. Its relative energy (zero: lowest compared OMol25 entry of this formula, charge and spin) is 69.18 kJ/mol.



No. 6
Molecular formula: BF4H28O14
Method: DFT, ωB97M-V/def2-TZVPD

The geometry in XYZ format:
```
47
Properties=species:S:1:pos:R:3:nbo_charge:R:1
H 1.97 3.56 -0.45 0.49
H 0.71 -0.38 -3.78 0.47
O -4.12 1.34 0.96 -0.95
H 4.03 0.87 0.36 0.50
O -0.40 3.80 -1.56 -0.96
H -4.04 0.55 0.40 0.50
H 2.33 -2.19 -2.86 0.49
O -2.84 -0.61 -2.10 -0.96
F 1.12 1.42 -0.78 -0.57
F 0.19 0.55 1.12 -0.58
H -2.00 -0.45 -1.63 0.49
H -4.62 1.98 0.44 0.47
H -1.43 -2.59 -3.54 0.48
H -2.65 2.15 1.76 0.49
O -1.78 2.29 2.20 -1.00
O -0.32 -0.67 4.25 -0.96
H -0.19 -3.45 -0.99 0.48
O -0.83 -2.80 -2.81 -0.96
H 1.79 1.02 1.78 0.50
H 2.12 4.52 0.73 0.45
H -0.16 -2.09 -2.84 0.48
H -0.37 2.83 -1.42 0.49
B 0.06 0.62 -0.32 1.35
H 2.58 -3.72 -2.99 0.46
O 4.62 1.20 -0.34 -0.97
O 2.97 -2.92 -2.62 -0.97
O 1.48 -0.66 -3.27 -0.98
H 0.20 -1.75 2.73 0.51
O 0.29 -2.61 2.27 -0.98
O 2.75 1.16 1.94 -0.97
H 1.24 -0.44 -2.32 0.51
F 0.23 -0.66 -0.89 -0.57
O -2.77 -1.48 1.86 -0.96
H -3.21 0.27 -2.22 0.46
H -0.45 4.17 -0.67 0.47
H -1.12 -0.97 4.70 0.48
H -0.40 0.29 4.22 0.49
O 2.45 4.35 -0.16 -0.95
H 2.82 2.03 2.35 0.47
H -1.82 -1.36 1.70 0.49
H 0.31 -3.43 0.48 0.49
H 0.21 -3.27 2.97 0.47
H -2.91 -2.42 1.75 0.47
H 4.13 1.06 -1.16 0.47
O 0.22 -4.01 -0.30 -0.99
F -1.19 1.22 -0.65 -0.57
H -1.19 1.69 1.72 0.48
```

The molar mass comes out at 339.01 u. The calculation puts the LUMO energy at 2.3 eV. Its total charge is -1. Its relative energy (zero: lowest compared OMol25 entry of this formula, charge and spin) is 0.00 kJ/mol.



Question: Among the records above, which one has the lowest total charge?
Answer: B5H20V